The following is a quantum chemistry calculation of a molecular structure, C22H63CsN3O13 at a distorted geometry, from the OMol25 dataset.

Computed properties:
Charge: +1
E_HOMO, eV: -11.32
Molecular weight, g/mol: 710.66
HOMO-LUMO gap, eV: 9.60
F_max, hartree/bohr: 0.064

Element x y z (Å)
Cs1 11.046 12.679 11.209
C1 12.108 10.987 6.137
C2 11.483 11.644 7.359
C3 10.745 12.976 7.087
O1 10.320 13.571 8.333
C4 9.673 14.805 8.066
N1 10.548 10.720 8.013
H1 12.660 11.708 5.509
H2 11.312 10.613 5.439
H3 12.752 10.110 6.487
H4 12.265 11.841 8.121
H5 9.936 12.748 6.374
H6 11.340 13.651 6.528
H7 10.326 15.507 7.593
H8 9.314 15.206 9.002
H9 8.728 14.598 7.494
H10 11.071 9.997 8.399
H11 9.804 10.381 7.338
C5 13.149 15.777 8.163
C6 14.604 15.189 8.251
C7 14.546 13.837 8.884
O2 14.139 14.006 10.257
C8 15.166 14.390 11.193
N2 15.111 15.124 6.820
H12 12.592 15.392 9.026
H13 12.592 15.412 7.268
H14 13.195 16.879 8.265
H15 15.297 15.812 8.833
H16 15.533 13.242 8.872
H17 13.812 13.257 8.313
H18 16.156 14.036 10.927
H19 14.739 14.026 12.142
H20 15.328 15.453 11.289
H21 16.095 14.975 6.845
H22 14.942 16.041 6.404
C9 11.275 8.366 14.384
C10 10.095 7.961 13.497
C11 9.287 9.222 13.227
O3 8.842 9.807 14.496
C12 7.513 9.505 14.883
N3 10.531 7.413 12.254
H23 11.941 8.992 13.849
H24 11.747 7.467 14.846
H25 10.842 8.928 15.227
H26 9.437 7.337 14.137
H27 8.408 9.176 12.602
H28 9.954 10.004 12.772
H29 7.325 10.163 15.712
H30 7.419 8.464 15.194
H31 6.801 9.719 14.059
H32 10.935 6.483 12.451
H33 9.679 7.248 11.726
C13 12.977 9.345 10.818
C14 12.941 8.171 9.915
O4 11.831 8.202 8.936
O5 11.749 9.651 11.407
H34 13.218 10.143 10.156
H35 13.829 9.263 11.542
H36 12.831 7.320 10.578
H37 13.894 8.067 9.420
H38 11.930 7.464 8.325
H39 11.350 8.804 11.563
C15 11.674 16.328 11.957
C16 10.252 16.817 11.596
O6 9.366 15.672 11.287
O7 11.788 15.374 13.004
H40 12.356 17.194 12.069
H41 11.981 15.817 11.057
H42 10.298 17.369 10.687
H43 9.790 17.387 12.426
H44 8.504 16.120 11.250
H45 11.142 15.584 13.678
C17 8.579 12.976 15.059
C18 9.240 14.290 15.232
O8 8.762 15.267 14.253
O9 8.965 12.429 13.830
H46 7.501 13.103 15.224
H47 8.846 12.272 15.830
H48 10.311 14.147 14.873
H49 9.207 14.827 16.183
H50 8.955 14.904 13.385
H51 8.816 11.488 13.960
C19 7.498 10.518 10.114
C20 6.775 11.190 8.981
O10 7.567 10.892 7.850
O11 8.751 11.138 10.351
H52 7.634 9.457 9.895
H53 6.934 10.612 11.050
H54 6.657 12.271 9.182
H55 5.760 10.801 8.880
H56 7.080 11.166 7.047
H57 9.340 10.858 9.592
C21 14.448 12.842 15.408
C22 13.310 12.759 14.398
O12 13.238 11.430 13.874
O13 14.484 14.226 15.721
H58 15.331 12.603 14.879
H59 14.410 12.259 16.313
H60 13.395 13.466 13.541
H61 12.368 12.949 14.890
H62 13.214 10.876 14.687
H63 14.848 14.376 16.592

Löwdin atomic charge list, values in e, 5 entries: atom 1 (Cs): 1.110, atom 2 (C): -0.053, atom 3 (C): -0.422, atom 4 (C): -0.177, atom 5 (O): -0.287